Computed, not measured: a 2-piece molecular cluster, C5H11FN overall, with ωB97M-V/def2-TZVPD.

Last column: Mulliken charge in e.
CARTESIAN COORDINATES (ANGSTROEM)
C1 -0.0677 -1.6471 -0.4619  -0.64
C2 -1.0173 -1.4637 0.6702  -0.65
C3 0.0630 -0.3101 -1.0022  -0.02
C4 -0.7891 0.0325 1.0798  -0.62
C5 -0.0710 2.0226 -0.3379  -0.98
N1 -0.2263 0.5660 -0.0803  0.24
F1 2.7832 0.2105 -0.6407  -0.37
H1 0.9225 -1.8251 -0.1502  0.34
H2 -0.5141 -2.2248 -1.1566  0.39
H3 -2.0091 -1.6302 0.3547  0.33
H4 -0.8371 -2.1232 1.5224  0.33
H5 3.1732 0.7805 -0.0494  0.38
H6 0.6049 -0.1273 -1.9719  0.40
H7 -1.6390 0.4126 1.4373  0.43
H8 -0.0786 0.0124 1.9082  0.33
H9 0.8097 2.4806 -0.0339  0.33
H10 -0.2004 2.2598 -1.3310  0.43
H11 -0.9070 2.5738 0.2434  0.32

## Properties
Total charge   +1
HOMO energy   -15.805 eV
Maximum force   5.1 eV Å⁻¹
M   104.1 g/mol


Computed, not measured: one molecule with the formula C20H17NO4S, with ωB97M-V/def2-TZVPD.

Last column: Mulliken charge in e.
CARTESIAN COORDINATES (ANGSTROEM)
O1 2.4492 0.3444 -0.5642  -0.61
O2 -1.3267 0.0780 2.4192  -0.61
O3 0.8304 -2.1348 -1.2996  -0.65
O4 1.8671 0.9260 1.6154  -0.36
S1 0.7536 2.5504 -1.8966  0.00
C1 1.9134 1.0957 0.2446  0.79
C2 0.6189 4.2925 -1.6333  -0.38
C3 0.9487 4.6367 -0.3492  -0.57
C4 1.3778 3.4854 0.4501  -0.39
C5 1.4052 2.3451 -0.2607  0.00
C6 -1.1652 -0.5989 1.2357  -0.25
C7 -0.1582 -1.5815 -0.5341  0.02
C8 -4.1525 -0.4119 -1.2246  -0.50
C9 -2.0511 -0.5092 0.1896  0.43
C10 -3.5338 -1.0072 -2.3088  -0.72
C11 -1.4143 -1.1619 -0.9362  0.01
C12 3.5941 -1.9216 3.0133  -0.51
C13 2.7200 -2.9684 2.7087  -0.71
C14 3.2542 -0.6144 2.6321  -0.25
C15 1.5388 -2.7291 1.9740  -0.73
C16 2.0619 -0.3864 1.9598  0.73
C17 1.1735 -1.4305 1.5932  -0.47
N1 -0.0009 -1.2432 0.8301  0.68
C18 -3.4437 0.0783 0.0657  -0.53
C19 -1.3760 -0.1988 -3.2167  -1.30
C20 -2.0343 -1.2534 -2.3277  0.36
H1 -0.5232 0.0166 2.9488  0.34
H2 1.7000 -1.6656 -1.1120  0.42
H3 0.2416 4.9531 -2.4126  0.43
H4 0.9341 5.6847 -0.0242  0.35
H5 1.7355 3.5026 1.4855  0.46
H6 -5.2551 -0.2894 -1.2731  0.34
H7 -4.1357 -1.3201 -3.1567  0.40
H8 4.5342 -2.0934 3.5392  0.40
H9 2.9746 -3.9786 3.0613  0.37
H10 3.8743 0.2639 2.9009  0.40
H11 0.9216 -3.5547 1.6703  0.52
H12 -3.4057 1.1755 0.1170  0.27
H13 -3.9999 -0.3035 0.9363  0.32
H14 -1.7197 0.7837 -2.9647  0.29
H15 -0.2791 -0.2231 -3.1014  0.28
H16 -1.6037 -0.3667 -4.2620  0.46
H17 -1.8440 -2.2663 -2.7323  0.45

## Properties
Total charge   0
SMILES   C[C@@H]1C=CCc2c1c(O)n(-c1ccccc1OC(=O)c1cccs1)c2O
HOMO energy   -6.986 eV
Maximum force   3.2 eV Å⁻¹
M   367.4 g/mol


Computed, not measured: a 2-piece molecular cluster, C3H9N2O2 overall, with ωB97M-V/def2-TZVPD.

Last column: Mulliken charge in e.
CARTESIAN COORDINATES (ANGSTROEM)
N1 -0.1542 -0.5614 -2.8739  -0.50
C1 0.2164 -0.2656 -1.5556  0.67
O1 -0.0628 0.8999 -1.1368  -0.83
O2 0.6293 -1.2492 -0.8404  -0.77
H1 -0.2203 -1.5217 -3.1435  0.20
H2 -0.8188 0.0886 -3.2668  0.20
C2 0.1076 1.5882 2.2278  -0.90
N2 -0.5342 0.4197 1.5706  -0.46
C3 -0.1544 -0.8657 2.1267  -0.78
H3 -0.1181 1.6401 3.2993  0.32
H4 1.1944 1.5874 2.0214  0.30
H5 -0.2841 2.5423 1.7671  0.27
H6 -0.3359 0.4127 0.5338  0.48
H7 0.8036 -0.8145 2.6505  0.26
H8 -0.0924 -1.6611 1.3843  0.29
H9 -0.8592 -1.2283 2.9019  0.24

## Properties
Total charge   -1
HOMO energy   -3.982 eV
Maximum force   2.6 eV Å⁻¹
M   105.1 g/mol


Computed, not measured: one molecule with the formula C5H3N5OS2, with ωB97M-V/def2-TZVPD.

Last column: Mulliken charge in e.
CARTESIAN COORDINATES (ANGSTROEM)
C1 -0.6644 1.6187 -0.1902  0.25
C2 1.6493 0.5361 -0.1626  0.01
C3 1.6634 -0.7988 -0.4210  0.07
C4 -1.5469 0.4129 -0.0861  0.17
C5 -2.7720 0.4891 0.4878  0.13
H1 1.0656 2.4709 -0.4398  0.27
H2 0.8804 -1.4198 -0.8582  0.43
H3 -3.2255 1.3661 0.9553  0.40
N1 0.6853 1.5326 -0.4197  -0.16
N2 3.7024 0.1299 0.5614  -0.33
N3 2.8151 1.0139 0.3856  -0.27
N4 -2.1781 -1.6933 -0.4459  -0.53
N5 -1.2595 -0.8249 -0.6036  -0.02
O1 -1.1928 2.7122 -0.1003  -0.62
S1 3.1694 -1.4031 0.0764  0.10
S2 -3.5138 -1.0201 0.3631  0.11

## Properties
Total charge   0
SMILES   O=C(Nc1csnn1)c1csnn1
HOMO energy   -9.395 eV
Maximum force   1.0 eV Å⁻¹
M   213.2 g/mol


Computed, not measured: an isolated ion of composition CH2NO3S and charge -1, with ωB97M-V/def2-TZVPD.

Last column: Mulliken charge in e.
CARTESIAN COORDINATES (ANGSTROEM)
C1 -1.6787 -0.5438 -0.0994  0.59
N1 0.5104 -0.7241 0.6934  -0.31
O1 -0.6885 0.2314 0.0521  -0.39
O2 -1.9652 -1.5894 0.4214  -0.55
O3 -2.6317 -0.1889 -1.1193  -0.48
S1 1.2314 -1.1837 -0.6373  -0.19
H1 -2.3129 0.6786 -1.5102  0.29
H2 0.4148 -2.0799 -1.0462  0.04

## Properties
Total charge   -1
SMILES   O=C(O)O[N-]S
HOMO energy   -3.230 eV
Maximum force   3.0 eV Å⁻¹
M   108.1 g/mol


Computed, not measured: C2F6INO2S as an isolated structure, with ωB97M-V/def2-TZVPD.

Last column: Mulliken charge in e.
CARTESIAN COORDINATES (ANGSTROEM)
C1 0.8539 -1.8931 0.1222  0.80
C2 -1.3392 1.4170 0.5564  0.73
N1 0.8901 -0.2550 0.0854  -0.47
O1 -1.0568 -0.0928 -1.6638  -0.53
O2 0.4225 1.8343 -1.4027  -0.60
F1 1.3248 -2.3508 -1.0355  -0.23
F2 -0.3699 -2.3163 0.2683  -0.20
F3 1.5875 -2.3206 1.1094  -0.20
F4 -0.5931 1.9858 1.4341  -0.22
F5 -2.1277 2.3279 0.0230  -0.21
F6 -2.0669 0.4698 1.1730  -0.22
S1 -0.2575 0.6787 -0.8572  1.12
I1 2.7323 0.5150 0.1875  0.23

## Properties
Total charge   0
HOMO energy   -9.975 eV
Maximum force   5.2 eV Å⁻¹
M   343.0 g/mol


Computed, not measured: one molecule with the formula C10H14NOP, with ωB97M-V/def2-TZVPD.

Last column: Mulliken charge in e.
CARTESIAN COORDINATES (ANGSTROEM)
C1 -1.5045 -0.5731 -2.0996  -1.01
N1 -0.1175 -0.7363 -1.6742  -0.23
C2 0.6152 0.5195 -1.7641  -0.79
P1 2.4178 0.2071 -1.5141  -0.07
C3 2.6005 -0.6543 0.1159  -0.84
C4 1.9210 -0.1182 1.3592  -0.18
O1 2.5937 0.1962 2.3199  -0.56
C5 0.4319 0.0452 1.4256  0.73
C6 -0.4122 -1.0595 1.4355  -0.09
C7 -1.7871 -0.8861 1.5325  -0.64
C8 -2.3266 0.3929 1.5959  -0.50
C9 -1.4841 1.4993 1.5855  -0.43
C10 -0.1079 1.3263 1.5104  -0.36
H1 -1.5966 -0.2993 -3.1595  0.38
H2 -2.0511 -1.5038 -1.9389  0.30
H3 -1.9858 0.1998 -1.5000  0.30
H4 0.3278 -1.3827 -2.3197  0.27
H5 0.5339 0.9611 -2.7712  0.50
H6 0.2231 1.2568 -1.0633  0.39
H7 2.8509 1.4876 -1.1144  0.02
H8 2.3769 -1.7132 -0.0333  0.39
H9 3.6685 -0.5809 0.3375  0.43
H10 -0.0113 -2.0631 1.3633  0.40
H11 -2.4460 -1.7448 1.5527  0.39
H12 -3.3973 0.5428 1.6544  0.39
H13 -1.8930 2.5000 1.6452  0.39
H14 0.5598 2.1807 1.5190  0.42

## Properties
Total charge   0
SMILES   CNCPCC(=O)c1ccccc1
HOMO energy   -8.863 eV
Maximum force   0.6 eV Å⁻¹
M   195.2 g/mol


Calculated Kohn-Sham gap (Ha), listed in the same order as above: 0.4214 0.2581 0.3046 0.3343 0.2564 0.3347 0.3565
Calculated electronic energy (Eh), listed in the same order as above: -351.444841 -1526.185902 -379.757518 -1337.689470 -717.931256 -1576.469300 -860.765483